(1)
The following is a quantum chemistry calculation of C26H25BaCl2IN2 as an isolated structure, from OMol25.

Calculated values
Multiplicity: 1
LUMO energy in eV: 3.81
Charge: -2

Geometry as XYZ:
```
57
Properties=species:S:1:pos:R:3:forces:R:3
Ba 0.254 0.269 -0.006 0.13 0.37 0.48
I 0.515 -1.870 2.984 -0.06 0.01 0.10
C -0.473 -0.585 4.329 0.05 -0.15 0.12
C -0.384 -0.876 5.663 0.08 -0.11 -0.12
C -1.018 -0.040 6.601 -0.07 0.10 0.05
C -1.716 1.053 6.174 0.01 -0.04 0.10
C -1.814 1.361 4.796 0.02 -0.04 -0.02
C -2.539 2.494 4.360 -0.05 0.09 -0.06
C -2.618 2.767 3.023 -0.06 0.08 0.13
C -1.982 1.926 2.086 0.04 -0.16 -0.05
C -1.249 0.798 2.412 -0.27 0.03 0.20
C -1.183 0.534 3.817 -0.08 0.08 -0.06
H 0.174 -1.738 5.999 0.02 -0.03 -0.01
H -0.941 -0.271 7.657 0.00 0.01 0.02
H -2.206 1.708 6.888 -0.01 0.01 0.02
H -3.017 3.130 5.098 0.00 -0.01 -0.01
H -3.171 3.639 2.683 0.00 0.00 0.00
H -2.098 2.212 1.037 0.04 0.01 -0.07
C -1.998 1.162 -3.032 -0.04 -0.02 -0.02
N -0.726 1.525 -2.443 -0.11 0.04 -0.07
C -0.643 2.957 -2.230 0.01 0.04 0.00
C 0.400 1.065 -3.262 0.11 0.05 -0.08
C 0.437 -0.439 -3.446 0.01 -0.01 -0.09
C 0.558 -0.920 -4.749 0.01 0.04 -0.04
C 0.634 -2.284 -4.993 0.00 -0.02 -0.09
C 0.570 -3.151 -3.913 0.02 -0.12 -0.10
C 0.430 -2.643 -2.627 -0.02 0.03 0.12
C 0.364 -1.275 -2.312 -0.23 -0.44 -0.56
H -2.159 1.661 -4.006 0.02 0.00 0.01
H -2.813 1.446 -2.362 -0.01 0.01 0.01
H -2.030 0.085 -3.191 -0.02 0.00 0.00
H -0.711 3.514 -3.183 0.02 0.02 0.02
H 0.305 3.202 -1.746 0.02 0.00 0.01
H -1.462 3.285 -1.587 0.00 0.01 0.01
H 1.316 1.401 -2.762 0.01 -0.02 0.04
H 0.359 1.565 -4.250 0.02 0.00 0.04
H 0.598 -0.224 -5.586 0.00 0.00 0.02
H 0.736 -2.660 -6.007 0.00 0.01 0.03
H 0.627 -4.224 -4.078 0.00 -0.03 0.00
H 0.373 -3.375 -1.819 0.00 -0.01 0.02
Cl -5.187 -3.439 -0.450 0.13 0.05 0.05
C -3.642 -2.923 0.298 0.01 0.16 0.00
Cl -2.701 -1.848 -0.730 -0.06 -0.17 -0.06
H -3.060 -3.814 0.488 0.01 -0.04 -0.02
H -3.882 -2.405 1.217 -0.01 0.02 0.03
N 2.407 1.177 0.097 -0.40 -0.03 -0.07
C 3.696 1.121 -0.030 0.27 0.19 0.00
C 4.571 2.284 -0.035 0.00 0.15 -0.01
C 5.936 2.203 -0.170 0.07 0.08 -0.01
C 6.599 0.978 -0.315 0.19 -0.02 -0.01
C 5.802 -0.175 -0.319 0.09 -0.05 -0.01
C 4.437 -0.121 -0.185 0.06 -0.13 0.01
H 4.090 3.252 0.079 -0.01 -0.03 0.00
H 6.517 3.126 -0.163 0.00 -0.03 0.00
H 7.677 0.924 -0.424 0.01 0.00 0.00
H 6.274 -1.150 -0.437 0.02 0.00 0.00
H 3.854 -1.039 -0.209 -0.02 0.02 0.01
```
Positions in Å, forces in eV/Å.

=====

(2)
The following is a quantum chemistry calculation of C26H25BrHfN4O2 as an isolated structure, from OMol25.

Calculated values
Multiplicity: 1
LUMO energy in eV: -6.22
Charge: +2

Geometry as XYZ:
```
59
Properties=species:S:1:pos:R:3:forces:R:3
Hf 0.242 -0.657 -0.740 -0.93 0.50 -0.25
C -2.226 1.423 -0.803 0.04 0.49 -0.15
N -2.037 0.013 -0.401 0.19 -0.20 0.04
C -2.912 -0.886 -1.172 -0.24 -0.32 -0.32
C -2.427 -0.921 -2.599 -0.28 0.08 -0.13
C -3.267 -1.231 -3.658 0.24 0.05 0.08
C -2.782 -1.116 -4.952 0.07 0.09 0.21
C -1.487 -0.656 -5.140 0.04 -0.01 0.22
C -0.705 -0.405 -4.027 0.17 0.08 -0.34
N -1.147 -0.559 -2.773 0.07 -0.31 0.32
C -2.258 -0.165 1.038 -0.05 0.10 0.52
C -1.682 -1.479 1.512 -0.37 0.00 0.22
C -2.004 -1.979 2.767 0.10 -0.05 -0.29
C -1.479 -3.200 3.158 0.13 0.14 -0.24
C -0.627 -3.873 2.292 -0.03 0.08 -0.18
C -0.331 -3.299 1.070 0.06 -0.49 -0.02
N -0.856 -2.129 0.673 0.04 0.34 0.08
C -0.941 2.222 -0.701 -0.29 0.21 0.11
C -0.945 3.520 -0.205 0.13 -0.25 -0.18
C 0.263 4.166 0.007 -0.02 -0.28 -0.07
C 1.442 3.511 -0.327 -0.13 -0.05 -0.15
C 1.359 2.259 -0.905 0.24 0.24 -0.15
N 0.195 1.617 -1.086 -0.12 -0.11 0.16
H -2.993 1.896 -0.178 0.05 -0.10 -0.13
H -2.577 1.468 -1.840 0.03 -0.11 0.16
H -3.962 -0.559 -1.134 0.20 -0.03 0.04
H -2.861 -1.895 -0.744 -0.08 0.24 0.03
H -4.281 -1.546 -3.465 -0.13 0.01 0.01
H -3.411 -1.339 -5.798 -0.10 -0.06 -0.10
H -1.085 -0.500 -6.128 0.05 0.01 -0.06
H 0.307 -0.040 -4.144 0.05 -0.15 0.05
H -3.328 -0.114 1.296 0.23 0.02 -0.12
H -1.738 0.644 1.566 -0.17 -0.11 -0.07
H -2.656 -1.423 3.422 -0.12 0.07 0.00
H -1.728 -3.623 4.119 -0.02 -0.02 0.11
H -0.207 -4.828 2.569 0.08 -0.05 -0.09
H 0.324 -3.787 0.355 0.04 0.01 0.17
H -1.879 4.008 0.025 -0.10 -0.02 0.13
H 0.281 5.147 0.452 0.04 0.13 0.01
H 2.399 3.967 -0.136 0.15 0.02 -0.10
H 2.253 1.730 -1.230 -0.03 0.04 0.09
C 1.681 -1.432 -2.212 0.15 -0.40 -0.25
H 2.412 -2.095 -1.737 0.00 0.13 0.10
H 2.278 -0.642 -2.687 0.00 0.05 -0.04
H 1.249 -2.020 -3.027 -0.03 0.11 -0.06
Br 3.328 3.918 4.250 0.02 -0.32 -0.12
C 3.522 2.168 3.535 -0.12 0.20 0.06
C 4.681 1.442 3.782 -0.11 0.20 -0.09
C 4.834 0.177 3.233 -0.01 -0.08 0.00
C 3.842 -0.365 2.437 -0.24 0.10 -0.10
C 2.680 0.371 2.194 0.19 0.07 0.19
C 2.511 1.637 2.756 0.03 0.01 -0.01
C 1.641 -0.148 1.309 0.58 0.24 1.15
O 1.818 -1.193 0.614 0.38 -0.53 -0.55
O 0.533 0.453 1.150 -0.27 0.08 -0.02
H 5.462 1.883 4.382 0.07 -0.03 0.07
H 5.739 -0.376 3.427 0.07 -0.07 0.02
H 3.939 -1.344 1.997 0.12 -0.12 -0.04
H 1.603 2.188 2.563 -0.03 0.09 0.03
```
Positions in Å, forces in eV/Å.

=====

(3)
The following is a quantum chemistry calculation of one molecule with the formula C26H25BrO3P2, from OMol25.

Calculated values
Multiplicity: 1
LUMO energy in eV: -1.13
SMILES: C#CCCCc1cc(P(C)CC)c(C#C)c2c1C(=O)c1cc(P(O)Br)c(CC)cc1C2=O

Geometry as XYZ:
```
57
Properties=species:S:1:pos:R:3:forces:R:3
C 2.273 -4.744 2.686 -0.22 0.77 0.80
C 1.430 -4.041 3.241 0.07 0.79 -1.74
C 0.351 -2.911 3.465 0.41 -0.86 0.94
C -1.024 -3.204 2.726 -0.23 -0.29 -0.12
C -0.887 -3.547 1.176 -0.81 0.10 -0.73
C -1.319 -2.354 0.221 -0.25 1.12 -0.72
C -2.781 -2.045 0.115 1.51 1.96 -1.60
C -3.333 -0.897 -0.729 3.68 -0.42 0.58
P -5.188 -0.665 -0.669 -0.71 -0.97 0.44
C -5.875 0.258 -2.156 0.19 1.68 0.35
C -5.493 0.479 0.834 1.02 0.03 -0.30
C -4.710 1.867 0.758 -0.75 0.29 1.25
C -2.314 -0.080 -1.476 0.77 -0.44 0.63
C -2.754 1.114 -2.336 0.27 -1.09 -0.96
C -3.058 1.852 -3.269 0.24 -0.58 0.57
C -0.833 -0.394 -1.383 -0.60 -1.30 1.17
C -0.300 -1.537 -0.523 -3.03 1.08 -0.54
C 1.261 -1.771 -0.462 0.56 0.46 0.05
O 1.809 -2.864 -0.465 -1.16 1.56 0.24
C 2.136 -0.444 -0.435 0.22 2.06 -0.40
C 3.369 -0.278 0.391 -1.13 2.42 -2.22
C 4.098 1.057 0.276 -2.24 0.71 -2.15
P 5.626 1.297 1.328 0.47 -1.34 0.36
O 6.917 1.869 0.387 -1.20 -0.20 0.72
Br 5.021 2.955 2.799 0.14 -0.13 -0.75
C 3.583 2.168 -0.641 -1.64 -1.30 -0.20
C 4.288 3.583 -0.769 -0.84 -0.11 -0.46
C 5.507 3.561 -1.810 -0.03 0.07 1.12
C 2.320 1.983 -1.478 1.51 -3.09 2.42
C 1.620 0.670 -1.337 1.46 0.32 0.98
C 0.275 0.429 -2.158 0.05 0.06 0.19
O 0.143 0.866 -3.291 0.14 -0.64 1.99
H 3.155 -5.289 2.255 -1.66 0.75 0.81
H 0.784 -1.886 3.205 -0.42 -1.53 0.01
H 0.138 -2.857 4.586 0.25 -0.08 -1.45
H -1.553 -4.094 3.209 0.95 1.17 -0.44
H -1.733 -2.319 2.867 1.07 -1.06 -0.19
H 0.136 -3.928 0.890 -1.09 0.58 0.50
H -1.612 -4.400 0.948 0.95 1.12 0.27
H -3.508 -2.678 0.699 0.88 0.75 -0.79
H -5.535 1.346 -2.070 -0.44 -1.41 -0.55
H -7.008 0.289 -2.035 1.45 -0.41 -0.15
H -5.579 -0.175 -3.158 -0.32 0.43 1.32
H -6.617 0.589 0.955 1.40 -0.12 -0.21
H -5.090 -0.119 1.721 -0.73 0.70 -1.19
H -5.469 2.711 0.870 1.10 -0.93 -0.40
H -4.085 2.020 -0.168 -0.73 -0.24 1.00
H -4.058 1.935 1.691 -0.60 0.03 -1.41
H -3.330 2.462 -4.173 0.47 -0.92 1.77
H 3.703 -1.115 1.064 -0.25 1.11 -0.83
H 7.726 1.486 0.792 -0.76 0.33 -0.29
H 4.557 4.014 0.247 -0.10 -0.82 -1.28
H 3.509 4.300 -1.200 0.88 -1.02 0.72
H 5.184 4.005 -2.797 0.44 -0.71 1.04
H 6.334 4.198 -1.354 -0.90 -0.92 -0.86
H 5.854 2.488 -1.895 -0.18 1.45 -0.22
H 1.935 2.784 -2.166 0.47 -1.00 0.88
```
Positions in Å, forces in eV/Å.

=====

(4)
The following is a quantum chemistry calculation of C26H25Cl5N4O9P3Yb as an isolated structure, from OMol25.

Calculated values
Multiplicity: 2
LUMO energy (spin up / spin down) in eV: 0.26 / 0.26
Expectation value of S²: 0.75

Geometry as XYZ:
```
73
Properties=species:S:1:pos:R:3:forces:R:3
Yb 1.274 0.143 0.537 1.69 -0.40 -0.99
N -1.829 -1.316 -1.293 0.34 -0.14 0.17
P -2.140 -0.937 0.371 -0.58 0.12 -0.09
C -3.916 -1.391 0.452 0.02 0.01 -0.03
C -4.856 -1.051 -0.524 -0.06 0.05 -0.01
C -6.189 -1.394 -0.369 0.02 -0.02 0.02
C -6.607 -2.070 0.773 0.05 0.02 0.00
C -5.687 -2.401 1.756 0.00 0.01 -0.04
C -4.346 -2.068 1.591 0.02 -0.05 -0.02
C -2.308 0.916 0.267 0.11 -0.28 0.02
C -2.640 1.530 -1.016 0.05 -0.04 0.16
C -3.237 2.709 -1.234 -0.12 0.20 0.03
C -3.740 3.662 -0.257 0.05 -0.07 -0.21
C -3.727 3.628 1.080 0.01 0.00 0.02
C -2.544 1.544 1.629 0.02 0.14 -0.05
C -0.664 -1.925 -1.730 -0.12 0.03 0.08
C -0.696 -2.639 -2.939 -0.04 -0.06 -0.04
C 0.444 -3.256 -3.386 -0.03 -0.03 -0.07
C 1.610 -3.164 -2.628 0.03 -0.07 -0.08
C 1.557 -2.431 -1.475 0.01 0.03 0.16
N 0.459 -1.804 -1.014 -0.28 0.25 0.01
H -2.623 -1.481 -1.893 0.00 0.03 -0.07
H -4.561 -0.484 -1.403 0.01 -0.03 0.06
H -6.908 -1.124 -1.133 0.01 -0.01 0.02
H -7.651 -2.332 0.895 0.02 0.00 0.00
H -6.008 -2.923 2.648 0.01 0.01 -0.02
H -3.622 -2.343 2.351 -0.04 0.02 -0.03
H -2.312 0.973 -1.887 0.02 -0.01 -0.01
H -3.358 3.009 -2.270 0.02 0.02 0.03
H -4.184 4.563 -0.662 -0.02 -0.01 0.01
H -4.138 4.459 1.641 0.00 -0.01 -0.01
H -2.721 0.826 2.421 -0.03 0.01 0.06
H -1.624 -2.701 -3.493 0.02 -0.01 0.01
H 0.430 -3.814 -4.314 0.00 0.02 0.02
H 2.533 -3.632 -2.938 -0.03 0.02 0.02
H 2.447 -2.328 -0.869 0.03 0.02 0.03
N 0.324 2.390 -0.385 -0.04 -0.02 0.42
N -0.513 2.755 0.720 -0.40 -0.06 0.18
C -1.137 1.556 1.179 -0.17 -0.08 0.03
O -3.269 2.707 1.944 0.04 -0.18 0.07
O -0.282 0.663 1.697 -0.95 0.66 0.40
H 1.037 3.103 -0.484 0.12 -0.01 -0.04
H -0.223 2.350 -1.241 0.01 -0.08 -0.13
H -1.203 3.460 0.484 0.05 0.07 -0.24
Cl 1.662 -3.722 1.443 0.01 0.10 -0.03
C 1.953 -2.566 2.726 0.13 0.03 -0.04
C 1.996 -1.207 2.426 -0.09 -0.24 0.41
C 2.178 -0.400 3.552 0.01 -0.07 -0.14
Cl 2.130 1.331 3.331 0.11 0.12 0.28
C 2.359 -0.868 4.850 0.02 0.14 0.05
Cl 2.588 0.224 6.168 0.00 -0.07 -0.01
C 2.345 -2.238 5.075 0.02 -0.07 0.05
Cl 2.590 -2.864 6.660 -0.02 0.02 -0.02
C 2.127 -3.097 4.004 -0.01 -0.08 -0.05
Cl 2.075 -4.800 4.278 0.01 0.01 0.04
C 5.348 -0.008 -1.215 0.01 -0.01 -0.09
C 4.607 1.219 -1.715 -0.16 0.03 0.18
O 5.460 1.970 -2.567 0.07 -0.05 0.09
P 4.019 2.230 -0.303 0.05 0.23 0.05
O 5.264 2.892 0.417 -0.06 -0.08 -0.02
O 3.262 3.442 -0.969 0.14 -0.02 0.18
O 3.203 1.435 0.662 -0.07 -0.03 -0.12
P 3.013 0.879 -2.578 -0.20 0.21 -0.14
O 3.296 -0.203 -3.714 0.03 -0.01 0.04
O 2.648 2.209 -3.181 0.04 -0.09 -0.03
O 2.084 0.281 -1.560 0.14 -0.09 -0.32
H 6.264 0.296 -0.708 0.01 -0.01 0.00
H 5.612 -0.645 -2.060 -0.01 0.03 0.01
H 4.733 -0.577 -0.518 0.01 0.00 0.00
H 4.923 2.621 -3.041 -0.04 -0.02 -0.03
H 5.205 2.818 1.379 0.04 -0.06 -0.01
H 2.933 3.180 -1.882 -0.08 -0.01 -0.15
H 3.470 0.231 -4.558 0.02 -0.04 -0.02
```
Positions in Å, forces in eV/Å.

=====

| no. | total energy (Ha) |
| --- | --- |
| 1 | -2358.7253 |
| 2 | -3996.9717 |
| 3 | -4487.8661 |
| 4 | -6385.9838 |